[1]
ORCA calculation (ωB97M-V with the def2-TZVPD basis set) on a structure of composition C25H18BrN5O2Rh.

Element x y z (Å)
Rh (7.288, -17.140, 3.149)
O (1.969, -14.194, 4.446)
C (3.165, -14.724, 4.115)
C (4.309, -13.931, 4.018)
C (5.526, -14.523, 3.797)
N (5.640, -15.841, 3.549)
C (4.540, -16.591, 3.697)
Br (4.787, -18.448, 3.437)
C (3.295, -16.106, 3.987)
H (1.986, -13.238, 4.577)
H (4.165, -12.930, 4.388)
H (6.437, -13.932, 3.755)
H (2.420, -16.812, 4.052)
C (18.910, -24.192, 1.419)
O (17.885, -23.787, 0.453)
C (16.881, -23.042, 0.857)
C (16.148, -22.477, -0.249)
C (15.101, -21.677, 0.071)
C (14.706, -21.390, 1.433)
C (15.487, -21.909, 2.478)
C (16.507, -22.773, 2.188)
C (13.562, -20.570, 1.762)
N (12.734, -20.153, 0.834)
C (11.662, -19.642, 1.551)
C (11.918, -19.714, 2.890)
N (13.137, -20.306, 2.997)
C (11.043, -19.131, 3.915)
C (11.246, -19.103, 5.296)
C (10.373, -18.430, 6.103)
C (9.196, -17.931, 5.586)
N (8.961, -17.945, 4.267)
C (9.894, -18.463, 3.419)
C (9.646, -18.428, 1.981)
N (8.529, -17.756, 1.552)
C (8.246, -17.683, 0.270)
C (9.074, -18.206, -0.726)
C (10.250, -18.776, -0.335)
C (10.540, -18.938, 1.087)
H (19.641, -24.651, 0.810)
H (18.504, -24.935, 2.115)
H (19.256, -23.268, 1.903)
H (16.494, -22.606, -1.258)
H (14.526, -21.165, -0.642)
H (15.257, -21.643, 3.499)
H (16.997, -23.159, 3.054)
H (13.661, -20.566, 3.815)
H (12.055, -19.674, 5.723)
H (10.604, -18.283, 7.142)
H (8.422, -17.496, 6.230)
H (7.365, -17.088, -0.061)
H (8.947, -18.180, -1.786)
H (10.916, -19.175, -1.090)

Properties
**2S+1**: 5
**Total charge**: +3
**HOMO energy (spin up / spin down)**: -16.01 / -16.37 eV
**LUMO level (spin up / spin down)**: -8.4 / -11.6 eV
**<S²>**: 6.023
**Orbital gap (spin up / spin down)**: 7.63 / 4.72 eV

Here are the Löwdin charges for atoms 1 to 8, given in e:
1 Rh 1.14
2 O 0.15
3 C -0.25
4 C 0.04
5 C -0.08
6 N -0.15
7 C -0.72
8 Br 0.89

[2]
ORCA calculation (ωB97M-V with the def2-TZVPD basis set) on a cluster of 2 separate species, H3OS in total.

Element x y z (Å)
S (0.971, -0.317, -1.487)
H (1.474, -1.122, -0.529)
H (-0.361, 0.785, 1.218)
H (-0.880, 0.126, -0.020)
O (-1.204, 0.529, 0.817)

Properties
**Total charge**: -1
**HOMO energy**: -2.82 eV
**LUMO level**: 4.7 eV
**Energy above the lowest of the compared OMol25 structures with the same formula, charge and spin**: 0.7 kJ/mol
**Orbital gap**: 7.48 eV

Quick look at the Löwdin charges, all values in e:
1 S -0.26
2 H -0.45
3 H 0.00
4 H -0.11
5 O -0.18

[3]
ORCA calculation (ωB97M-V with the def2-TZVPD basis set) on a structure of composition C17H35N3RhS2Si4Te.

Element x y z (Å)
Rh (-0.741, 0.577, -0.914)
C (1.815, -3.288, 2.069)
S (1.753, -3.151, 0.275)
C (0.853, -1.671, 0.099)
S (0.599, -1.087, -1.536)
N (0.334, -1.095, 1.142)
N (-0.164, 0.148, 0.913)
C (-1.386, 0.420, 1.599)
C (-1.734, 1.856, 1.361)
C (-2.089, 2.760, 2.337)
C (-2.235, 4.097, 1.983)
C (-2.029, 4.480, 0.671)
C (-1.683, 3.513, -0.261)
N (-1.552, 2.234, 0.064)
H (2.373, -4.202, 2.270)
H (0.813, -3.372, 2.480)
H (2.332, -2.438, 2.505)
H (-1.384, 0.042, 2.619)
H (-2.223, 2.429, 3.359)
H (-2.503, 4.832, 2.731)
H (-2.128, 5.510, 0.362)
H (-1.516, 3.766, -1.300)
C (-4.815, 0.136, 3.395)
Si (-5.814, -0.853, 2.145)
C (-7.646, -0.437, 2.273)
C (-5.535, -2.695, 2.393)
Si (-5.159, -0.215, -0.040)
Te (-2.658, -0.848, 0.153)
Si (-5.882, 1.958, -0.632)
C (-5.963, 3.071, 0.879)
C (-7.623, 1.713, -1.298)
C (-4.770, 2.657, -1.983)
Si (-5.714, -1.801, -1.714)
C (-7.547, -2.155, -1.491)
C (-5.359, -1.058, -3.402)
C (-4.731, -3.386, -1.484)
H (-5.160, -0.082, 4.408)
H (-4.909, 1.211, 3.231)
H (-3.757, -0.132, 3.348)
H (-8.048, -0.811, 3.218)
H (-8.222, -0.893, 1.467)
H (-7.817, 0.640, 2.245)
H (-5.818, -2.976, 3.410)
H (-4.489, -2.976, 2.251)
H (-6.143, -3.288, 1.707)
H (-6.672, 2.677, 1.610)
H (-6.316, 4.062, 0.582)
H (-5.000, 3.187, 1.369)
H (-8.250, 1.145, -0.608)
H (-7.617, 1.195, -2.258)
H (-8.098, 2.685, -1.450)
H (-3.718, 2.473, -1.771)
H (-4.917, 3.735, -2.087)
H (-5.000, 2.195, -2.945)
H (-8.160, -1.259, -1.597)
H (-7.751, -2.591, -0.511)
H (-7.874, -2.874, -2.245)
H (-5.973, -0.177, -3.595)
H (-5.578, -1.792, -4.181)
H (-4.311, -0.771, -3.501)
H (-4.871, -3.819, -0.492)
H (-3.661, -3.251, -1.651)
H (-5.078, -4.120, -2.216)

Properties
**Total charge**: +1
**HOMO energy (spin up / spin down)**: -10.73 / -10.73 eV
**LUMO level (spin up / spin down)**: -4.3 / -4.3 eV
**Orbital gap (spin up / spin down)**: 6.46 / 6.46 eV

Here are the Löwdin charges for atoms 1 to 8, given in e:
1 Rh 0.47
2 C -0.39
3 S 0.87
4 C -1.11
5 S 0.58
6 N -0.10
7 N -0.26
8 C -0.46

[4]
ORCA calculation (ωB97M-V with the def2-TZVPD basis set) on an isolated molecule of C22H27N3O2.

Element x y z (Å)
C (4.823, -0.891, 0.013)
C (4.254, -0.227, 1.231)
C (4.779, 0.980, 1.677)
C (4.299, 1.601, 2.816)
C (3.285, 1.008, 3.547)
C (2.741, -0.188, 3.117)
C (3.209, -0.800, 1.961)
O (2.642, -2.011, 1.583)
C (1.770, -1.934, 0.478)
C (0.464, -1.183, 0.808)
N (-0.217, -0.808, -0.396)
C (-1.297, -1.385, -0.997)
N (-1.653, -0.787, -2.101)
C (-0.769, 0.249, -2.268)
C (-0.682, 1.213, -3.266)
C (0.323, 2.151, -3.160)
C (1.222, 2.146, -2.092)
C (1.153, 1.199, -1.090)
C (0.147, 0.251, -1.193)
H (1.846, 1.209, -0.262)
H (1.989, 2.905, -2.049)
H (0.418, 2.915, -3.918)
H (-1.381, 1.219, -4.087)
C (-2.069, -2.518, -0.417)
H (-1.410, -3.251, 0.050)
H (-2.611, -2.997, -1.233)
C (-3.076, -1.980, 0.622)
N (-3.830, -0.871, 0.094)
C (-3.349, 0.395, 0.208)
O (-2.446, 0.677, 0.970)
C (-4.088, 1.452, -0.600)
C (-5.315, 1.900, 0.199)
H (-6.007, 1.071, 0.331)
H (-5.016, 2.261, 1.180)
H (-5.830, 2.703, -0.325)
C (-4.477, 0.990, -2.004)
H (-4.729, 1.854, -2.614)
H (-5.350, 0.340, -1.980)
H (-3.649, 0.463, -2.475)
H (-3.396, 2.296, -0.681)
H (-4.431, -1.072, -0.689)
H (-3.763, -2.775, 0.925)
H (-2.548, -1.602, 1.501)
H (-0.184, -1.798, 1.433)
H (0.706, -0.270, 1.362)
H (1.558, -2.970, 0.200)
H (2.250, -1.433, -0.373)
H (1.950, -0.669, 3.673)
H (2.912, 1.476, 4.446)
H (4.724, 2.539, 3.138)
H (5.585, 1.434, 1.118)
H (5.896, -0.719, -0.040)
H (4.640, -1.963, 0.042)
H (4.376, -0.483, -0.896)

Properties
**Total charge**: 0
**HOMO energy**: -8.37 eV
**LUMO level**: 0.7 eV
**SMILES string**: Cc1ccccc1OCCn1c(CCNC(=O)C(C)C)nc2ccccc21
**Energy above the lowest of the compared OMol25 structures with the same formula, charge and spin**: 75.4 kJ/mol
**Orbital gap**: 9.11 eV

Here are the Löwdin charges for atoms 1 to 8, given in e:
1 C -0.03
2 C -0.21
3 C -0.05
4 C -0.09
5 C -0.08
6 C -0.02
7 C -0.25
8 O -0.06

| no. | strongest force on any atom (eV Å⁻¹) |
| --- | --- |
| 1 | 4.90 |
| 2 | 0.33 |
| 3 | 0.94 |
| 4 | 0.75 |